1.
{"formula": "C11H24CeClI2N2P2", "method": "ωB97M-V with the def2-TZVPD basis set", "homo_ev": [-11.49, -11.71], "charge": 2, "multiplicity": 2, "symbols": ["I", "I", "Ce", "P", "C", "C", "H", "H", "H", "H", "H", "H", "C", "H", "H", "H", "P", "C", "C", "H", "H", "H", "C", "H", "H", "H", "H", "H", "H", "Cl", "N", "C", "C", "C", "N", "C", "C", "H", "H", "H", "H", "H", "H"], "xyz": [[1.7720, 1.1809, 3.3722], [-0.1236, 3.9907, 0.7979], [-0.3900, -1.0559, -1.0194], [1.1737, 1.0354, -2.1679], [1.9878, 2.6395, -1.9237], [2.5788, 0.1493, -2.9650], [2.8322, 0.7540, -3.8372], [0.8243, 1.8730, -4.3537], [2.2893, -0.8783, -3.2677], [-0.4303, 0.6093, -4.0012], [2.7775, 2.5527, -1.1676], [3.4075, 0.1015, -2.2491], [0.1201, 1.5031, -3.5940], [2.4117, 2.9375, -2.8780], [-0.5861, 2.2580, -3.2849], [1.2560, 3.3841, -1.5766], [-1.3408, -1.6669, 1.6212], [-1.4299, -1.1456, 3.3668], [-3.1290, -2.0076, 1.3544], [-0.5690, -3.9027, 0.9663], [-1.4227, -3.8685, 2.5487], [0.2880, -3.2787, 2.4273], [-0.7016, -3.3621, 1.9132], [-3.3175, -2.3751, 0.3593], [-3.4245, -2.7501, 2.1188], [-1.9908, -1.8809, 3.9061], [-1.9426, -0.1766, 3.4528], [-3.6933, -1.0544, 1.5214], [-0.4261, -1.0530, 3.7908], [-0.8486, -2.7012, -2.9427], [1.4088, 4.8894, 4.4454], [1.1149, 3.8641, 3.6114], [-0.1055, 3.1963, 3.6425], [-0.2644, 2.0739, 2.7591], [0.3292, 2.0898, 1.4584], [1.7234, 2.4478, 1.6033], [2.1069, 3.4295, 2.6397], [0.7328, 5.2598, 5.0808], [2.3464, 5.2662, 4.5150], [-0.9206, 3.5821, 4.2698], [-1.1600, 1.4593, 2.8326], [2.4411, 2.1833, 0.8212], [3.1142, 3.8356, 2.6731]], "atomic_forces_ev_per_a": [[3.86, -8.95, 2.65], [-2.41, 2.34, -3.34], [-0.13, -0.43, -0.78], [0.90, 0.85, -1.01], [-0.28, 0.19, 1.06], [-0.69, -0.63, 0.29], [0.24, -0.27, -0.02], [-0.49, -0.01, 0.05], [0.32, 0.53, -0.03], [0.44, 0.87, 0.16], [-0.08, 0.13, -0.34], [-0.07, 0.00, -0.28], [-0.04, -1.54, -0.30], [0.10, -0.01, -0.10], [-0.20, 0.32, -0.04], [0.34, -0.24, -0.19], [-0.79, -0.88, 1.64], [0.54, 1.36, -0.36], [-0.04, 0.90, 0.58], [-0.05, -0.18, 0.30], [0.07, -0.21, 0.01], [-0.77, -0.19, -0.38], [1.06, 0.39, -0.39], [-0.35, -0.30, -0.36], [-0.04, 0.32, -0.51], [-0.36, -0.55, 0.24], [0.13, -0.43, 0.07], [0.34, -0.84, -0.20], [-0.12, 0.05, -0.07], [0.21, 0.86, 1.03], [0.66, 0.36, 0.02], [0.59, 0.64, -1.49], [-1.42, 0.42, -0.72], [-0.30, 1.97, 2.07], [0.44, 1.50, -1.39], [0.96, 0.09, 2.70], [-2.06, 2.24, -0.63], [-0.20, -0.06, 0.18], [-0.40, -0.12, -0.14], [0.42, -0.60, -0.12], [0.32, 0.27, -0.06], [-0.56, 0.17, 0.24], [-0.09, -0.35, -0.02]]}


2.
{"formula": "C24H30NO5PtS", "method": "ωB97M-V with the def2-TZVPD basis set", "homo_ev": [-1.98, -4.37], "charge": -1, "multiplicity": 5, "symbols": ["C", "C", "C", "C", "H", "H", "C", "H", "H", "C", "H", "H", "C", "C", "C", "O", "O", "O", "O", "C", "H", "H", "H", "C", "H", "H", "H", "O", "H", "H", "C", "C", "H", "H", "H", "H", "H", "H", "Pt", "C", "C", "C", "H", "C", "C", "H", "H", "H", "H", "C", "C", "C", "H", "C", "C", "H", "H", "H", "H", "S", "C", "N"], "xyz": [[-0.1131, -0.1564, -3.3285], [-0.6426, -1.1708, -2.2717], [-0.3018, 1.2671, -2.7507], [-1.4354, 1.1100, -1.7314], [-0.5383, 1.9697, -3.5558], [0.6255, 1.5760, -2.2434], [-1.1632, -0.3212, -1.1177], [0.1645, -1.8489, -1.9734], [-1.4753, -1.7524, -2.6948], [-0.1180, -0.2636, 0.0167], [-2.1019, -0.7154, -0.6951], [-2.3843, 1.0131, -2.2851], [-1.5824, 2.1710, -0.7191], [1.3458, -0.3189, -3.6926], [-0.8112, -0.2857, -4.6905], [-1.5564, 0.5973, -5.0896], [2.1589, -0.9831, -3.0699], [1.6584, 0.3592, -4.8097], [-0.5532, -1.3490, -5.4850], [0.0532, -2.6027, -5.0689], [-0.0594, -2.8221, -3.9965], [1.1131, -2.5984, -5.3569], [-0.4802, -3.3523, -5.6596], [3.0383, 0.2547, -5.1623], [3.6642, 0.7314, -4.3970], [3.1278, 0.7737, -6.1155], [3.3321, -0.7974, -5.2611], [-0.6211, 0.6484, 0.9317], [0.8812, 0.0575, -0.3742], [0.0431, -1.2923, 0.4221], [-2.9343, 2.4293, -0.2059], [-0.5096, 3.1318, -0.4542], [-0.1271, 3.6290, -1.3603], [0.3412, 2.6347, 0.0414], [-0.8784, 3.9081, 0.2290], [-2.8752, 2.7278, 0.8496], [-3.5672, 1.5367, -0.2947], [-3.4381, 3.2516, -0.7470], [0.0438, 0.3614, 2.9494], [-1.7366, -0.8349, 4.8135], [-1.7741, -0.6119, 3.3021], [-1.1330, -1.7487, 2.6799], [-2.5756, -0.0322, 2.8514], [-0.5482, -2.5512, 3.7151], [-0.8046, -1.9955, 4.9496], [-0.5136, -2.3909, 5.9149], [-2.6850, -0.9063, 5.3407], [-1.2839, -2.0582, 1.6443], [-0.0330, -3.4961, 3.5217], [2.0744, 1.3936, 3.6808], [2.3348, 0.2451, 4.4910], [2.3106, -0.9073, 3.6953], [2.6062, 0.2848, 5.5494], [2.0565, -0.5300, 2.3261], [1.9920, 0.9427, 2.2891], [2.0408, 1.5622, 1.3973], [2.1093, 2.4375, 3.9728], [2.5173, -1.9262, 4.0200], [2.1001, -1.1607, 1.4445], [-1.0492, 0.8033, 5.4704], [-0.0174, 0.1676, 6.6407], [0.6885, -0.1956, 7.5077]], "atomic_forces_ev_per_a": [[0.43, -0.29, -0.97], [-0.34, 0.22, -0.49], [-0.09, -0.13, 0.13], [0.20, -1.05, 0.07], [0.13, -0.09, 0.27], [-0.26, -0.07, -0.13], [0.44, 0.13, 0.23], [-0.18, 0.06, 0.04], [0.30, 0.02, -0.03], [-0.63, 0.80, -0.02], [0.35, 0.05, -0.05], [0.15, 0.04, -0.07], [-0.36, 0.35, -1.04], [0.87, -1.09, 1.23], [-1.30, 1.55, -0.02], [0.94, -1.67, 0.05], [-0.68, 0.76, -0.72], [0.24, -0.08, 0.34], [-0.32, -0.28, 0.22], [-0.14, 0.46, -0.06], [0.08, 0.24, -0.48], [-0.26, 0.01, 0.19], [0.17, 0.03, 0.19], [0.24, 0.08, -0.15], [-0.14, -0.15, -0.21], [0.07, -0.05, 0.09], [-0.05, 0.27, 0.02], [0.04, -0.80, -0.13], [-0.25, -0.17, -0.13], [-0.09, 0.42, -0.27], [-0.34, 0.04, 0.44], [0.52, 0.47, 0.37], [-0.06, 0.01, 0.08], [-0.11, 0.16, -0.08], [0.21, -0.06, -0.10], [-0.20, -0.10, -0.08], [0.04, 0.18, 0.13], [-0.02, -0.06, 0.05], [0.52, 1.17, -0.74], [0.36, -0.42, -0.94], [-0.66, -0.31, 0.52], [-0.49, -1.15, 0.76], [-0.02, -0.28, -0.05], [-0.72, -0.09, -0.68], [-0.54, -0.33, 0.23], [0.06, 0.03, -0.15], [-0.21, -0.18, 0.11], [0.28, 0.27, 0.43], [0.02, 0.47, 0.17], [0.15, -0.64, -1.93], [0.82, -0.62, 0.21], [0.68, 0.47, -0.02], [-0.46, -0.12, -0.42], [0.37, 1.42, 0.49], [0.96, -0.56, 1.16], [-0.26, -0.14, 0.27], [-0.12, -0.24, 0.07], [-0.27, 0.35, 0.03], [-0.08, 0.05, 0.28], [0.09, 0.19, 0.89], [1.20, -0.18, 2.15], [-1.29, 0.58, -1.74]]}


3.
{"formula": "C13H33N3O13PS2V", "method": "ωB97M-V with the def2-TZVPD basis set", "homo_ev": [-5.10, -5.10], "charge": -1, "multiplicity": 2, "symbols": ["O", "V", "O", "C", "O", "O", "H", "O", "C", "O", "O", "H", "O", "C", "O", "O", "H", "O", "P", "N", "C", "C", "N", "C", "C", "N", "C", "C", "H", "H", "H", "H", "H", "H", "H", "H", "H", "H", "H", "H", "H", "H", "H", "H", "H", "H", "C", "S", "O", "C", "H", "H", "H", "H", "H", "H", "C", "S", "O", "C", "H", "H", "H", "H", "H", "H"], "xyz": [[-1.2460, -2.3100, 0.9976], [-0.1540, -1.2890, 0.6279], [2.6362, -3.6497, -0.9752], [1.3232, -3.6975, -1.2747], [0.5776, -2.8332, -0.7019], [0.8777, -4.5338, -2.0738], [2.7030, -3.2884, -0.0556], [-2.3774, 1.7478, 2.8832], [-2.3503, 0.8083, 1.8949], [-3.4058, 0.3874, 1.3851], [-1.2006, 0.4018, 1.5398], [-3.3281, 1.7771, 3.0727], [3.0089, -2.0139, 3.5796], [2.4526, -2.1895, 2.3860], [3.0435, -2.9084, 1.5393], [1.3447, -1.6267, 2.1543], [3.9150, -2.3386, 3.5064], [1.2074, 0.1654, -0.4131], [2.0266, 1.2668, -0.9387], [2.6099, 2.3111, 0.2704], [3.1671, 1.6518, 1.4448], [3.1147, 3.6429, -0.0095], [1.1308, 2.3220, -1.8893], [0.2425, 3.3351, -1.2978], [0.9816, 2.1448, -3.3154], [3.3264, 0.8052, -1.8791], [4.3811, 1.6894, -2.3761], [3.3553, -0.5893, -2.3954], [4.1684, 1.2409, 1.2559], [2.4559, 0.8948, 1.7727], [3.3265, 2.4228, 2.2010], [3.3171, 4.1698, 0.9263], [2.4172, 4.2694, -0.5586], [4.0945, 3.5346, -0.4877], [-0.7979, 3.0914, -1.5108], [0.4406, 3.4677, -0.2375], [0.4626, 4.3120, -1.7423], [0.1417, 2.7301, -3.6942], [1.8614, 2.3887, -3.9157], [0.6718, 1.1139, -3.5264], [3.9313, 2.6438, -2.6619], [5.1019, 1.8723, -1.5782], [4.8356, 1.2519, -3.2604], [4.3948, -0.8394, -2.6029], [2.8093, -0.6673, -3.3392], [2.9381, -1.3089, -1.6931], [-3.9816, -2.9146, 3.0146], [-5.7549, -2.8559, 3.3813], [-5.8714, -4.0334, 4.2954], [-5.7316, -1.4001, 4.5127], [-3.8734, -3.9074, 2.5707], [-3.3428, -2.8526, 3.8921], [-3.5659, -2.3057, 2.2101], [-5.8089, -0.5874, 3.7846], [-4.8161, -1.3849, 5.0958], [-6.6195, -1.3770, 5.1392], [-2.7484, 0.8385, -2.6032], [-2.1359, -0.8678, -2.3915], [-1.3746, -0.9074, -1.1063], [-3.7319, -1.5878, -1.9075], [-3.6087, 0.9210, -3.2605], [-1.9134, 1.4919, -2.8454], [-3.0206, 1.0935, -1.5729], [-3.5542, -2.6050, -1.5642], [-4.4944, -1.5045, -2.6775], [-3.9861, -1.0305, -1.0005]], "atomic_forces_ev_per_a": [[-0.06, 0.11, 0.98], [0.03, -1.44, -0.64], [0.39, -0.27, 0.14], [-1.34, -0.59, -0.69], [-0.19, 1.46, 0.87], [0.91, 0.50, 0.29], [0.13, 0.12, -0.13], [-0.47, -0.20, 0.02], [0.51, -2.07, -1.92], [-0.25, 0.79, 0.81], [1.14, 0.36, 0.45], [0.17, 0.33, 0.08], [0.27, 0.67, 1.16], [-0.65, -1.26, -3.64], [0.35, 0.59, 1.26], [-0.85, 1.01, 0.49], [-0.18, -0.25, -0.08], [0.30, -0.75, 0.48], [0.58, 2.38, -0.41], [-1.07, -0.62, -0.55], [0.18, 0.38, -0.15], [0.76, -0.44, 0.25], [0.40, 0.85, 0.65], [0.58, -0.05, -0.41], [-0.49, -0.87, -0.23], [-0.84, -1.39, 0.09], [-1.14, 0.25, 0.59], [0.05, 0.43, -0.10], [-0.14, -0.32, -0.06], [0.30, -0.11, 0.26], [-0.33, -0.17, 0.23], [-0.20, -0.17, 0.16], [0.17, -0.20, -0.34], [-0.10, 0.65, -0.33], [-0.13, 0.01, 0.34], [-0.33, -0.45, 0.09], [-0.09, 0.01, -0.21], [0.13, 0.30, 0.19], [0.09, 0.01, 0.14], [0.32, -0.07, -0.19], [0.20, 0.13, -0.06], [0.35, -0.01, -0.25], [0.13, -0.06, 0.09], [0.01, -0.17, 0.17], [-0.07, -0.03, -0.04], [0.03, 0.10, 0.05], [0.35, -0.33, -1.21], [1.15, 0.02, 1.55], [-0.64, -0.21, -0.18], [-0.20, -0.04, -1.37], [-0.12, -0.21, 0.38], [-0.34, 0.05, 0.23], [-0.44, 0.74, 0.21], [0.35, 0.38, 0.38], [0.01, 0.02, -0.03], [-0.03, -0.34, -0.04], [0.30, -0.19, 1.49], [0.02, -0.61, 0.24], [-0.20, 1.00, -0.83], [0.36, 0.48, 0.69], [0.15, -0.11, -0.21], [-0.01, -0.16, -0.46], [-0.28, 0.12, -0.08], [0.14, -0.12, -0.43], [0.07, -0.08, -0.09], [-0.21, 0.13, -0.11]]}


Energy relative to the best compared isomer or geometry (same formula, charge and spin) (kJ/mol)
875.1; 0.0; 62.8